ORCA calculation (ωB97M-V/def2-TZVPD) on a molecular structure, C4H12N3O3 in a non-equilibrium geometry.

Geometry as XYZ:
```
22
Properties=species:S:1:pos:R:3:forces:R:3
C 1.680 -0.360 -0.462 -0.1 1.7 -0.6
C 3.056 -0.192 1.379 -0.3 0.3 0.8
C -1.060 1.021 0.279 -0.7 3.0 -2.7
C -0.146 1.312 -0.975 0.7 1.1 1.8
N -1.622 -0.901 -1.328 -2.4 0.8 -1.0
N -2.330 -0.752 1.094 -2.8 0.1 1.0
N -1.401 -0.307 0.373 1.4 -2.9 -0.4
O 2.061 -1.449 -0.716 -0.2 -0.7 0.0
O 0.729 0.231 -1.275 -0.2 -0.3 -0.6
O 2.136 0.490 0.447 -0.1 -1.3 0.8
H 2.765 0.013 2.401 -0.8 0.1 0.1
H 3.972 0.338 1.318 1.1 0.0 -0.6
H 3.123 -1.284 1.265 0.0 0.7 -0.5
H -1.920 1.721 0.131 0.2 -0.4 0.5
H -0.521 1.306 1.156 0.3 -0.1 0.8
H -0.725 1.610 -1.889 0.7 -0.7 0.8
H 0.437 2.189 -0.626 -0.2 -0.3 -0.6
H -0.645 -0.830 -1.357 2.0 -0.6 -1.2
H -1.980 -1.859 -1.415 0.2 0.4 0.3
H -2.292 -1.787 1.141 -0.6 1.1 0.6
H -3.262 -0.210 1.120 1.6 -1.4 0.1
H -2.053 -0.297 -2.061 0.3 -0.6 0.7
```
Positions in Å, forces in eV/Å.

**HOMO level**: -0.525 Ha
**Energy relative to the best compared isomer or geometry (same formula, charge and spin)**: 3.168 eV
**E_LUMO**: -3.97 eV
**DFT total energy**: -549.23971 Ha
**Total charge**: +1